(1)
Entry from the OMol25 dataset: 9 unconnected molecules or ions with the total composition C57H56BN2O19 (ωB97M-V/def2-TZVPD).

Calculated values
Calculated total energy: -3768.911141 Ha
Frontier orbital gap: 7.2 eV
LUMO level: -3.76 eV
Net charge: +1

Geometry (Å):
C -3.82 -7.93 0.81
N -3.18 -7.35 -0.40
C -1.68 -7.36 -0.41
B -3.82 -6.12 -0.96
O -4.53 -6.28 -2.28
N -3.81 -4.69 -0.41
C -5.03 -3.87 -0.76
C -6.48 -4.51 -0.43
C -6.84 -4.74 1.15
O -6.38 -3.67 2.05
C -3.38 -4.59 1.05
C -3.00 -3.07 1.54
C -1.77 -2.36 0.72
C -0.49 -3.34 0.40
O 0.24 -2.70 -0.75
H -3.06 -7.81 1.72
H -3.98 -9.10 0.70
H -4.82 -7.41 1.17
H -1.19 -8.38 -0.75
H -1.32 -6.49 -1.14
H -1.31 -7.04 0.67
H -5.26 -6.93 -2.08
H -3.01 -4.22 -0.94
H -5.02 -2.77 -0.33
H -4.98 -3.73 -1.95
H -6.75 -5.52 -1.01
H -7.29 -3.73 -0.83
H -6.29 -5.73 1.52
H -8.00 -4.95 1.30
H -6.42 -4.10 2.98
H -4.16 -5.01 1.82
H -2.39 -5.23 1.23
H -2.70 -3.10 2.69
H -3.91 -2.31 1.49
H -1.36 -1.49 1.42
H -2.09 -1.88 -0.32
H 0.25 -3.47 1.32
H -0.77 -4.41 0.02
H -0.30 -3.03 -1.55
C 2.14 -0.52 -1.47
C 3.18 -0.99 -2.16
C 4.02 -0.09 -2.98
O 4.97 -0.52 -3.62
C 3.66 1.34 -3.01
C 2.62 1.81 -2.32
C 1.78 0.91 -1.49
O 0.83 1.34 -0.86
H 1.52 -1.16 -0.86
H 3.46 -2.04 -2.15
H 4.29 1.98 -3.62
H 2.34 2.86 -2.33
C -6.24 -13.02 0.37
C -6.15 -11.82 0.95
C -6.31 -10.58 0.16
O -6.23 -9.48 0.68
C -6.56 -10.72 -1.29
C -6.65 -11.93 -1.86
C -6.49 -13.16 -1.07
O -6.57 -14.27 -1.60
H -6.12 -13.94 0.94
H -5.97 -11.70 2.01
H -6.67 -9.80 -1.85
H -6.83 -12.05 -2.92
C 6.79 1.44 -0.04
C 6.14 0.35 -0.46
C 5.51 -0.59 0.49
O 4.92 -1.59 0.10
C 5.61 -0.27 1.93
C 6.26 0.82 2.35
C 6.89 1.76 1.40
O 7.48 2.76 1.78
H 7.26 2.13 -0.72
H 6.05 0.10 -1.51
H 5.14 -0.96 2.61
H 6.35 1.07 3.40
C 7.26 5.26 -3.20
C 7.62 6.55 -3.17
C 7.18 7.44 -2.07
O 7.51 8.62 -2.04
C 6.34 6.85 -1.01
C 5.98 5.56 -1.04
C 6.42 4.67 -2.14
O 6.09 3.50 -2.17
H 7.57 4.60 -4.00
H 8.23 7.00 -3.94
H 6.04 7.51 -0.21
H 5.37 5.11 -0.27
C 8.30 9.85 1.20
C 9.37 10.59 1.51
C 10.35 10.14 2.52
O 11.33 10.82 2.80
C 10.10 8.84 3.18
C 9.03 8.10 2.87
C 8.05 8.55 1.86
O 7.07 7.87 1.57
H 7.58 10.16 0.46
H 9.57 11.54 1.03
H 10.82 8.53 3.92
H 8.83 7.15 3.34
C -11.31 -2.23 -0.77
C -10.40 -3.06 -0.26
C -10.22 -4.42 -0.80
O -9.38 -5.19 -0.34
C -11.09 -4.83 -1.92
C -12.00 -3.99 -2.43
C -12.18 -2.63 -1.89
O -13.02 -1.87 -2.36
H -11.45 -1.22 -0.39
H -9.75 -2.78 0.56
H -10.95 -5.83 -2.31
H -12.65 -4.28 -3.25
C 1.22 4.87 3.50
C 0.63 4.21 4.51
C -0.05 2.92 4.28
O -0.59 2.32 5.20
C -0.05 2.39 2.91
C 0.54 3.04 1.90
C 1.22 4.33 2.13
O 1.76 4.93 1.21
H 1.73 5.82 3.65
H 0.63 4.59 5.52
H -0.56 1.44 2.76
H 0.54 2.66 0.89
C 4.02 10.94 -2.39
C 4.90 10.81 -1.40
C 4.53 11.09 0.00
O 5.34 10.97 0.91
C 3.15 11.53 0.26
C 2.27 11.67 -0.73
C 2.64 11.38 -2.13
O 1.83 11.51 -3.04
H 4.28 10.74 -3.42
H 5.92 10.48 -1.57
H 2.89 11.74 1.30
H 1.25 11.99 -0.55

(2)
Entry from the OMol25 dataset: a molecular structure, C57H56N2OP2PtS2 (ωB97M-V/def2-TZVPD).

Calculated values
Energy relative to the best compared isomer or geometry (same formula, charge and spin): 31.3 kcal/mol
Calculated total energy: -3987.407645 Ha
Frontier orbital gap (spin up / spin down): 6.9 / 3.7 eV
Expectation value of S²: 6.051
LUMO level (spin up / spin down): -10.10 / -13.35 eV
2S+1: 5
Net charge: +4

Geometry (Å):
Pt -0.06 0.20 -0.16
O -0.80 2.78 0.93
S -0.03 3.04 -0.32
C -1.18 4.00 -1.32
C -0.77 5.10 -2.07
C -1.66 5.88 -2.79
C -3.01 5.51 -2.79
C -4.19 6.11 -3.48
C -5.36 5.18 -3.12
C -4.77 4.11 -2.28
C -5.32 2.96 -1.71
C -4.48 2.11 -1.02
C -3.10 2.34 -0.81
P -2.28 0.95 0.10
C -2.80 0.96 1.83
C -1.82 0.72 2.78
C -2.16 0.66 4.12
C -3.47 0.84 4.52
C -4.46 1.08 3.57
C -4.13 1.15 2.22
C -3.05 -0.51 -0.70
C -3.92 -1.40 -0.06
C -4.42 -2.49 -0.76
C -4.06 -2.70 -2.08
C -3.18 -1.83 -2.72
C -2.67 -0.75 -2.03
C -2.52 3.53 -1.36
C -3.40 4.35 -2.10
C 1.31 4.15 0.07
C 1.07 5.48 0.36
C 2.10 6.41 0.50
C 3.39 5.99 0.28
C 4.69 6.73 0.25
C 5.77 5.65 0.02
C 5.02 4.37 -0.10
C 5.42 3.07 -0.30
C 4.46 2.05 -0.27
C 3.10 2.29 -0.10
P 2.15 0.80 0.36
C 2.97 -0.59 -0.45
C 3.74 -1.52 0.23
C 4.38 -2.52 -0.49
C 4.23 -2.60 -1.87
C 3.43 -1.68 -2.55
C 2.79 -0.68 -1.84
C 2.33 0.67 2.16
C 1.81 -0.47 2.79
C 1.91 -0.61 4.16
C 2.53 0.38 4.91
C 3.07 1.50 4.29
C 2.96 1.65 2.92
C 2.63 3.63 -0.01
C 3.64 4.62 0.05
H 0.27 5.39 -2.07
H -1.32 6.76 -3.32
H -4.02 6.17 -4.56
H -4.36 7.14 -3.16
H -5.85 4.76 -4.01
H -6.16 5.70 -2.59
H -6.37 2.72 -1.83
H -4.91 1.20 -0.64
H -0.78 0.61 2.47
H -1.39 0.48 4.87
H -3.74 0.82 5.57
H -5.49 1.22 3.87
H -4.91 1.36 1.51
H -4.20 -1.24 0.97
H -5.12 -3.16 -0.27
H -4.48 -3.54 -2.63
H -2.90 -1.99 -3.76
H -1.99 -0.05 -2.52
H 0.04 5.82 0.49
H 1.87 7.44 0.73
H 4.86 7.30 1.17
H 4.69 7.48 -0.54
H 6.49 5.61 0.84
H 6.37 5.84 -0.88
H 6.47 2.82 -0.44
H 4.81 1.03 -0.35
H 3.88 -1.45 1.30
H 5.01 -3.24 0.02
H 4.74 -3.37 -2.43
H 3.32 -1.74 -3.62
H 2.19 0.06 -2.36
H 1.36 -1.25 2.19
H 1.51 -1.49 4.65
H 2.61 0.27 5.99
H 3.58 2.24 4.87
H 3.36 2.54 2.44
C -1.20 -7.41 -3.98
C -1.61 -7.28 -2.51
C -1.62 -5.84 -1.99
C -0.21 -5.25 -1.88
N -0.23 -3.92 -1.26
C -0.34 -3.70 0.04
S -0.76 -2.09 0.59
N -0.19 -4.64 0.94
C -0.22 -4.50 2.40
C 0.80 -5.42 3.07
C 2.26 -4.96 2.97
C 2.83 -4.87 1.55
H -1.41 -8.42 -4.33
H -0.13 -7.25 -4.12
H -1.74 -6.70 -4.61
H -0.98 -7.91 -1.88
H -2.62 -7.67 -2.39
H -2.09 -5.81 -1.00
H -2.21 -5.21 -2.66
H 0.23 -5.13 -2.87
H 0.45 -5.91 -1.32
H -0.41 -3.14 -1.87
H -0.02 -5.59 0.61
H -1.23 -4.75 2.75
H -0.02 -3.46 2.66
H 0.69 -6.43 2.67
H 0.53 -5.47 4.13
H 2.85 -5.67 3.54
H 2.37 -4.00 3.47
H 2.62 -5.78 0.98
H 3.91 -4.75 1.60
H 2.43 -4.01 1.01

(3)
Entry from the OMol25 dataset: a molecular structure, C57H56N8O9RuSTe (ωB97M-V/def2-TZVPD).

Calculated values
Energy relative to the best compared isomer or geometry (same formula, charge and spin): 0.0 kcal/mol
Calculated total energy: -4081.537225 Ha
Frontier orbital gap (spin up / spin down): 3.1 / 5.0 eV
Expectation value of S²: 8.855
LUMO level (spin up / spin down): -4.53 / -4.52 eV
2S+1: 6
Net charge: +1

Geometry (Å):
Ru 1.31 -0.12 -0.32
C 1.31 6.92 5.32
O 2.05 5.73 5.02
C 2.82 5.72 3.94
C 3.55 4.53 3.73
C 4.37 4.42 2.64
C 4.50 5.50 1.73
C 3.80 6.69 1.98
C 2.96 6.80 3.06
N 5.35 5.51 0.63
N 5.84 4.47 0.14
C 5.23 3.32 -0.17
C 6.00 2.14 -0.08
C 5.42 0.90 -0.12
C 4.02 0.78 -0.31
O 3.41 -0.32 -0.27
C 3.26 1.98 -0.63
N 1.97 1.76 -1.01
C 1.27 2.77 -1.48
C 1.80 4.07 -1.54
C 3.06 4.32 -1.07
C 3.84 3.24 -0.60
H 0.77 6.71 6.24
H 0.60 7.15 4.53
H 1.99 7.76 5.48
H 3.47 3.73 4.45
H 4.96 3.53 2.51
H 3.93 7.52 1.30
H 2.41 7.72 3.23
H 7.06 2.24 0.12
H 6.00 0.00 0.03
H 0.28 2.55 -1.85
H 1.19 4.87 -1.95
H 3.47 5.32 -1.10
C -3.93 -1.14 6.71
C -2.65 -1.25 5.88
S -1.26 -1.28 6.99
O -1.28 -0.07 7.78
O -1.23 -2.57 7.62
C 0.17 -1.17 5.92
C 0.37 0.27 5.41
N 1.12 0.31 4.15
C 0.59 0.15 2.92
N 1.47 0.44 1.98
C 2.62 0.79 2.61
C 2.42 0.73 3.94
N 3.39 0.97 4.96
O 4.39 1.58 4.61
O 3.16 0.59 6.09
C -0.80 -0.31 2.68
H -4.79 -1.05 6.05
H -3.89 -0.26 7.35
H -4.05 -2.01 7.34
H -2.53 -0.39 5.21
H -2.60 -2.18 5.31
H 0.03 -1.90 5.13
H 1.00 -1.48 6.55
H 0.93 0.82 6.15
H -0.57 0.79 5.26
H 3.54 1.05 2.11
H -1.13 -1.01 3.45
H -0.83 -0.82 1.72
H -1.49 0.54 2.64
C -4.21 -6.49 -5.38
C -3.55 -5.33 -4.67
C -4.09 -4.81 -3.50
C -3.50 -3.75 -2.84
C -4.17 -3.27 -1.56
C -2.32 -3.17 -3.36
Te -1.60 -1.49 -2.17
N -0.52 0.19 -0.79
C -1.19 1.22 -0.19
O -0.65 2.15 0.42
C -2.69 1.27 -0.30
C -3.29 2.48 -0.63
C -4.67 2.59 -0.70
C -5.47 1.49 -0.41
C -4.89 0.28 -0.04
C -3.50 0.17 0.01
C -1.01 -0.30 -3.81
C 0.31 -0.02 -4.21
C 1.56 -0.59 -3.58
C 0.49 0.80 -5.33
C -0.57 1.33 -6.05
C -0.34 2.22 -7.24
C -1.86 1.03 -5.63
C -2.11 0.22 -4.53
C -3.55 -0.08 -4.17
C -1.75 -3.71 -4.52
C -0.46 -3.21 -5.15
C -2.38 -4.77 -5.16
H -5.27 -6.56 -5.13
H -3.75 -7.44 -5.08
H -4.12 -6.40 -6.46
H -5.00 -5.25 -3.10
H -5.01 -3.91 -1.31
H -4.55 -2.25 -1.66
H -3.49 -3.29 -0.71
H -2.66 3.34 -0.82
H -5.13 3.53 -0.97
H -6.55 1.58 -0.45
H -5.51 -0.57 0.21
H -3.05 -0.75 0.35
H 1.53 -0.55 -2.50
H 2.43 -0.02 -3.90
H 1.71 -1.63 -3.86
H 1.50 1.00 -5.65
H 0.72 2.31 -7.48
H -0.74 3.22 -7.05
H -0.86 1.83 -8.12
H -2.71 1.43 -6.19
H -4.22 0.63 -4.66
H -3.75 -0.01 -3.10
H -3.83 -1.09 -4.50
H 0.02 -2.46 -4.54
H -0.65 -2.79 -6.14
H 0.24 -4.04 -5.27
H -1.94 -5.17 -6.07
O 0.12 -2.57 -1.96
C 0.68 -2.95 -0.82
N 0.99 -2.09 0.20
C 1.59 -2.85 1.23
O 1.95 -2.41 2.32
C 1.63 -4.24 0.75
C 2.14 -5.39 1.35
C 2.03 -6.58 0.65
C 1.40 -6.63 -0.61
C 0.89 -5.50 -1.20
C 1.02 -4.29 -0.51
H 2.61 -5.35 2.32
H 2.42 -7.50 1.09
H 1.32 -7.59 -1.12
H 0.40 -5.54 -2.17